ORCA calculation (ωB97M-V/def2-TZVPD) on a molecular structure, C5H12N2O.

Each line ends with the Mulliken charge.
Positions of all 20 atoms, in Å:
C 0.978 -0.450 1.974  -0.848
C 1.663 -1.276 0.899  0.515
N 1.018 -1.267 -0.316  -0.510
O 2.689 -1.899 1.112  -0.620
H 0.612 -0.105 -0.770  0.170
H 1.511 -1.834 -0.999  0.162
H 1.648 -0.333 2.822  0.320
H 0.683 0.531 1.597  0.245
H 0.075 -0.964 2.312  0.249
C 0.305 1.135 -1.418  -1.492
C -1.489 0.403 -0.490  0.459
N -1.528 -0.897 -0.420  -0.460
C -2.110 1.492 -0.109  -0.790
H -2.193 -1.351 -1.038  0.264
H -0.488 -1.368 -0.411  0.581
H -0.399 1.618 -2.094  0.496
H 0.675 1.872 -0.708  0.319
H 1.101 0.820 -2.103  0.368
H -1.766 2.482 -0.362  0.282
H -2.985 1.390 0.524  0.291

The calculation puts the energy relative to the best compared isomer or geometry (same formula, charge and spin) at 117.5 kcal per mole. As for the spin multiplicity: 1. The HOMO energy is -8.77 eV. The value obtained for the LUMO energy is 0.01888 hartree. As for the charge: 0. As for the HOMO-LUMO gap: 9.3 eV.